(1)
CH7O2 | the ωB97M-V functional and the def2-TZVPD basis

Results
Energy above the lowest of the compared OMol25 structures with the same formula, charge and spin = 6.7 kcal per mole
Net charge = +1

Positions of all 10 atoms, in Å:
O  0.09  -0.95  -0.14
O  -1.29  0.79  1.15
C  1.20  -0.13  -0.78
H  -1.06  1.72  1.21
H  1.46  0.53  0.05
H  1.88  -0.83  -1.21
H  0.67  0.45  -1.58
H  -0.20  -1.80  -0.51
H  -2.10  0.58  1.61
H  -0.66  -0.36  0.18

=====

(2)
C46H75AsF12N5O4 | the ωB97M-V functional and the def2-TZVPD basis

Results
Net charge = +1

Positions of all 143 atoms, in Å:
As  7.54  -11.39  0.71
F  7.91  -12.67  -0.43
F  6.55  -12.58  1.74
F  12.21  -22.40  -4.20
F  8.98  -11.74  1.70
F  6.12  -10.98  -0.29
F  13.75  -15.74  -7.76
F  12.21  -16.63  -9.05
F  14.27  -22.28  -3.41
F  13.35  -14.89  -9.57
F  8.48  -10.18  -0.18
F  13.45  -20.57  -4.51
F  7.14  -10.12  1.96
O  11.75  -14.36  -6.69
O  10.79  -14.33  -8.69
O  12.59  -21.80  -1.34
O  12.21  -19.80  -2.34
N  2.00  -10.01  6.22
N  -0.99  -5.85  0.66
N  10.03  -5.60  5.82
N  12.66  -6.35  -1.05
N  9.30  -14.51  7.90
C  8.60  -15.11  8.87
C  10.42  -7.04  5.32
C  -4.71  -6.05  2.27
C  0.89  -4.33  -1.01
C  9.86  -4.73  4.58
C  12.61  -5.86  6.09
C  -3.19  -5.95  2.22
C  8.86  -6.34  8.02
C  11.84  -7.18  5.94
C  10.64  -14.27  8.29
C  -0.15  -9.74  6.96
C  11.44  -12.02  -5.87
C  14.72  -5.55  -0.44
C  -0.14  -10.78  6.05
C  8.46  -2.78  2.22
C  6.34  -22.45  2.60
C  8.75  -5.58  6.68
C  13.98  -4.49  -0.94
C  12.68  -21.06  -2.30
C  10.87  -13.43  -6.13
C  9.18  -3.33  4.73
C  9.49  -15.46  9.86
C  6.13  -20.04  2.27
C  11.71  -14.65  -7.96
C  12.73  -4.97  -1.14
C  1.16  -9.16  6.95
C  13.11  -21.60  -3.67
C  -2.48  -6.29  0.86
C  7.51  -6.42  8.76
C  5.24  -20.30  1.21
C  13.89  -6.70  -0.48
C  11.29  -5.07  6.55
C  1.19  -10.90  5.58
C  -0.97  -4.32  0.56
C  -0.10  -6.37  1.79
C  5.38  -22.64  1.57
C  11.69  -19.02  -1.27
C  12.79  -17.97  -0.89
C  4.77  -21.55  0.87
C  0.92  -5.81  -1.12
C  9.39  -2.49  3.48
C  -0.46  -6.44  -0.73
C  6.61  -21.15  3.01
C  12.80  -15.54  -8.54
C  10.73  -14.93  9.54
C  0.47  -3.84  0.36
H  0.94  -6.20  1.53
H  7.59  -6.52  9.84
H  8.56  -3.85  2.00
H  -5.05  -6.94  1.75
H  -1.27  -6.30  -1.44
H  11.87  -4.45  -1.54
H  9.29  -1.42  3.66
H  9.10  -5.35  4.08
H  11.60  -15.02  10.17
H  -5.08  -6.07  3.30
H  -5.20  -5.21  1.78
H  10.94  -5.20  7.57
H  10.60  -11.33  -5.89
H  3.97  -21.64  0.15
H  9.25  -7.34  7.80
H  6.81  -23.26  3.13
H  7.56  -15.39  8.86
H  1.20  -4.04  1.14
H  12.00  -11.85  -4.95
H  12.43  -7.84  5.30
H  12.01  -11.67  -6.73
H  7.99  -6.06  6.05
H  13.02  -17.33  -1.74
H  -2.97  -5.87  -0.02
H  13.71  -18.44  -0.56
H  12.43  -17.33  -0.09
H  8.88  -2.22  1.39
H  13.08  -5.74  5.12
H  -1.35  -3.97  1.53
H  9.68  -7.76  5.69
H  0.30  -2.76  0.41
H  7.44  -2.43  2.33
H  6.48  -19.03  2.42
H  0.12  -3.96  -1.69
H  11.52  -7.61  6.89
H  1.51  -8.26  7.43
H  10.01  -13.20  -6.75
H  4.81  -19.46  0.68
H  1.73  -6.23  -0.51
H  -2.42  -7.38  0.73
H  9.34  -16.07  10.74
H  8.11  -3.47  4.81
H  11.26  -3.99  6.41
H  9.50  -5.89  8.77
H  -2.94  -5.00  2.69
H  5.17  -23.66  1.31
H  9.69  -2.80  5.53
H  13.43  -5.95  6.80
H  -1.01  -9.42  7.52
H  10.43  -13.87  -5.24
H  14.00  -7.67  -0.02
H  14.34  -3.48  -1.06
H  6.97  -7.32  8.48
H  10.45  -7.08  4.23
H  11.94  -7.02  -1.28
H  1.22  -6.12  -2.12
H  6.92  -5.62  8.32
H  -1.69  -4.01  -0.19
H  -0.45  -7.53  -0.63
H  11.30  -13.66  7.69
H  8.43  -4.55  6.84
H  1.83  -3.84  -1.25
H  -2.77  -6.68  2.91
H  2.95  -9.74  6.01
H  -0.43  -7.41  1.86
H  -0.52  -5.83  2.64
H  1.48  -11.70  4.93
H  10.75  -4.96  4.00
H  8.92  -14.30  6.99
H  11.44  -19.61  -0.39
H  10.40  -2.60  3.07
H  -0.96  -11.45  5.82
H  15.75  -5.59  -0.12
H  10.75  -18.54  -1.52
H  7.39  -20.90  3.71

=====

Number 1: HOMO-LUMO gap 0.49385 Eh. Number 2: HOMO-LUMO gap 0.25061 Eh.